Entry 1:
{
  "formula": "C18H30ClN3O4S",
  "method": "ωB97M-V/def2-TZVPD",
  "smiles": "[H]/N=C(\\C)C[C@H](NCl)[C@H](CCCS)OCCCCO.O=[N+]([O-])c1ccccc1",
  "homo_lumo_gap_ev": 8.326,
  "total_charge": 0,
  "homo_energy_ev": -8.9766,
  "elements": ["C", "C", "N", "C", "C", "N", "Cl", "C", "C", "C", "C", "S", "O", "C", "C", "C", "C", "O", "H", "H", "H", "H", "H", "H", "H", "H", "H", "H", "H", "H", "H", "H", "H", "H", "H", "H", "H", "H", "H", "H", "H", "H", "H", "C", "C", "C", "C", "C", "C", "N", "O", "O", "H", "H", "H", "H", "H"],
  "coordinates": [[1.03555, -4.79585, 3.14990], [0.82142, -3.77722, 2.06323], [1.68518, -2.92045, 1.70775], [-0.54925, -3.74386, 1.43032], [-0.59307, -3.14707, 0.02208], [0.39714, -3.88390, -0.79463], [-0.23564, -4.34499, -2.34811], [-0.43711, -1.62570, -0.10365], [-1.34321, -0.80396, 0.81722], [-0.72941, -0.42514, 2.16346], [-1.78801, 0.07202, 3.13332], [-1.12648, 0.69459, 4.70765], [-0.75648, -1.35277, -1.46127], [-0.10340, -0.21952, -2.00121], [1.19664, -0.60081, -2.69355], [1.87266, 0.62242, -3.31160], [2.70615, 0.27932, -4.53020], [3.32413, 1.42000, -5.11157], [0.56098, -5.74578, 2.90941], [0.59688, -4.43716, 4.08464], [2.09912, -4.96569, 3.31119], [2.55656, -3.03876, 2.22571], [-1.21313, -3.19722, 2.10981], [-0.94512, -4.75861, 1.38126], [-1.57133, -3.36951, -0.40708], [1.17738, -3.27437, -1.01913], [0.61226, -1.36214, 0.08137], [-1.60683, 0.10803, 0.27640], [-2.28735, -1.34145, 0.96671], [-0.20357, -1.27177, 2.60115], [0.02956, 0.34826, 2.02108], [-2.33179, 0.92173, 2.71441], [-2.51779, -0.71185, 3.33973], [-0.45482, -0.41731, 5.04100], [0.08580, 0.52831, -1.21917], [-0.78389, 0.23245, -2.72579], [0.96306, -1.34933, -3.45513], [1.86749, -1.07643, -1.97098], [2.50649, 1.11312, -2.57063], [1.11464, 1.35226, -3.61054], [2.06912, -0.16114, -5.30114], [3.46849, -0.46652, -4.27086], [3.44877, 2.08925, -4.42462], [-2.28534, 4.81532, 1.47092], [-1.25307, 3.90647, 1.66618], [-0.34359, 3.66083, 0.64986], [-0.49200, 4.34229, -0.54462], [-1.50801, 5.25400, -0.76262], [-2.41312, 5.48534, 0.26144], [0.47256, 4.08211, -1.63071], [1.30796, 3.21738, -1.44183], [0.36902, 4.73172, -2.65117], [-2.99290, 5.00389, 2.26774], [-1.14799, 3.39028, 2.61120], [0.46953, 2.96119, 0.77517], [-1.58220, 5.76214, -1.71236], [-3.21861, 6.19157, 0.11282]],
  "nbo_charge": [-0.69, 0.35, -0.66, -0.47, -0.07, -0.60, 0.07, 0.09, -0.43, -0.42, -0.50, -0.05, -0.55, -0.05, -0.43, -0.43, -0.05, -0.72, 0.23, 0.23, 0.22, 0.34, 0.22, 0.23, 0.22, 0.38, 0.20, 0.22, 0.20, 0.21, 0.21, 0.22, 0.21, 0.12, 0.16, 0.19, 0.21, 0.20, 0.20, 0.20, 0.17, 0.15, 0.47, -0.18, -0.21, -0.22, 0.09, -0.21, -0.21, 0.52, -0.39, -0.37, 0.22, 0.23, 0.25, 0.25, 0.22]
}

=====

Entry 2:
{
  "formula": "C18H30CrN6O2",
  "method": "ωB97M-V/def2-TZVPD",
  "multiplicity": 2,
  "de_lowest_kcal_mol": 0.0,
  "homo_lumo_gap_ev": [6.296, 6.168],
  "total_charge": 1,
  "s2": 0.768,
  "homo_energy_ev": [-9.3529, -9.2385],
  "elements": ["Cr", "N", "C", "C", "N", "C", "C", "N", "C", "C", "N", "H", "H", "H", "H", "H", "H", "H", "H", "H", "H", "H", "H", "H", "H", "H", "H", "H", "H", "C", "C", "O", "C", "C", "C", "N", "N", "C", "O", "C", "C", "C", "C", "C", "C", "H", "H", "H", "H", "H", "H", "H", "H", "H", "H", "H", "H"],
  "coordinates": [[0.97374, -0.72733, -0.33933], [2.14449, 0.45894, 1.01612], [2.68924, -0.30844, 2.15753], [2.69667, -1.80175, 1.84154], [1.44353, -2.17739, 1.17496], [0.21940, -1.87563, 1.91969], [-1.46425, -0.09709, 1.34645], [-0.79747, 0.81545, 2.20937], [1.43955, -3.50420, 0.54292], [0.28273, -3.62071, -0.44108], [0.31613, -2.49100, -1.39206], [1.69697, 1.30320, 1.35742], [2.89683, 0.75520, 0.39661], [3.69874, 0.01195, 2.42096], [2.06101, -0.09744, 3.02187], [3.49994, -2.03287, 1.13955], [2.87325, -2.38053, 2.75528], [-0.28026, -2.78002, 2.28132], [0.42631, -1.20162, 2.74723], [-1.99518, -0.32284, -0.70965], [-2.32375, -0.55702, 1.83662], [-0.63174, 1.69389, 1.72619], [-1.30976, 0.99190, 3.06122], [2.39055, -3.60966, 0.01614], [1.37935, -4.30609, 1.28792], [0.33623, -4.58675, -0.94739], [-0.66971, -3.57829, 0.08648], [1.05211, -2.63566, -2.07862], [-0.55618, -2.43844, -1.90615], [4.13606, 0.00209, -3.04216], [2.88849, 0.22398, -2.23243], [2.48466, -0.74234, -1.48814], [2.19568, 1.42808, -2.32966], [0.94640, 1.75657, -1.80081], [0.36385, 3.09850, -2.11135], [0.20466, 0.90272, -1.03453], [-0.88643, 1.45591, -0.53158], [-1.86387, 0.51924, -0.01137], [-0.58766, -1.21334, 0.95515], [-3.19778, 1.22565, 0.16174], [-4.35830, 0.46459, 0.27583], [-5.58646, 1.07148, 0.48054], [-5.66618, 2.45449, 0.57758], [-4.51599, 3.21701, 0.46105], [-3.28555, 2.60793, 0.25247], [4.56597, -0.96804, -2.80441], [4.87455, 0.77762, -2.83870], [3.91560, 0.04125, -4.10961], [2.64658, 2.17540, -2.96832], [1.00104, 3.63631, -2.80897], [0.24954, 3.68706, -1.19955], [-0.63854, 2.99346, -2.52639], [-4.30379, -0.61588, 0.18804], [-6.48094, 0.46786, 0.55680], [-6.62320, 2.93308, 0.73600], [-4.57463, 4.29557, 0.52597], [-2.39222, 3.20403, 0.13770]],
  "mulliken_spin": [0.94, -0.01, 0.00, 0.00, 0.00, 0.00, -0.02, 0.00, 0.01, -0.01, -0.01, 0.00, 0.00, 0.00, 0.00, 0.00, 0.00, 0.00, 0.00, 0.00, 0.00, 0.00, 0.00, 0.00, 0.00, 0.00, 0.00, 0.00, 0.00, 0.00, 0.00, 0.00, 0.00, 0.01, 0.00, -0.01, 0.08, -0.02, 0.00, 0.01, 0.00, 0.00, 0.00, 0.00, 0.00, 0.00, 0.00, 0.00, 0.00, 0.00, 0.00, 0.00, 0.00, 0.00, 0.00, 0.00, 0.00]
}

=====

Entry 3:
{
  "formula": "C18H30N4O2S2",
  "method": "ωB97M-V/def2-TZVPD",
  "homo_lumo_gap_ev": 8.410,
  "total_charge": 0,
  "homo_energy_ev": -8.0825,
  "elements": ["C", "S", "O", "C", "H", "H", "H", "H", "H", "H", "C", "S", "O", "C", "H", "H", "H", "H", "H", "H", "C", "C", "N", "H", "H", "H", "N", "C", "C", "C", "C", "H", "H", "H", "H", "H", "N", "C", "C", "C", "C", "H", "H", "H", "H", "H", "N", "C", "C", "C", "C", "H", "H", "H", "H", "H"],
  "coordinates": [[8.83269, -7.08131, -19.54438], [9.36587, -5.54806, -20.36215], [10.86474, -5.54750, -20.12949], [9.27140, -6.20424, -22.16680], [7.78414, -6.95904, -19.27289], [9.48894, -7.14902, -18.67671], [8.90151, -7.94522, -20.20545], [8.44674, -6.91578, -22.12472], [10.18027, -6.78754, -22.31452], [9.21877, -5.53106, -23.02245], [23.49770, -1.70838, -21.26445], [24.60038, -3.19430, -21.39925], [23.83541, -4.33703, -20.77286], [24.52489, -3.30673, -23.33026], [22.49113, -1.88276, -21.64457], [23.84650, -0.94551, -21.96051], [23.49649, -1.31792, -20.24679], [23.59642, -3.77995, -23.64982], [25.33444, -3.98660, -23.59582], [24.76210, -2.36452, -23.82428], [14.25887, -1.26564, -23.11482], [15.70092, -1.18333, -23.42121], [16.77601, -1.02432, -23.68779], [13.55830, -0.87181, -23.85117], [14.19082, -0.55303, -22.29284], [13.99603, -2.27008, -22.78299], [13.76033, -3.03144, -14.36062], [13.08511, -1.95831, -14.84685], [12.75896, -1.07916, -13.89918], [13.32606, -1.67445, -12.71245], [13.94535, -2.86241, -12.98225], [14.06682, -3.83995, -14.88261], [13.01225, -1.86732, -15.92055], [12.29638, -0.11334, -14.03916], [13.08777, -1.32762, -11.71780], [14.36732, -3.50661, -12.22505], [10.33148, -2.20742, -30.01595], [11.07329, -2.43620, -28.86473], [11.79291, -3.54909, -29.14388], [11.59419, -3.88821, -30.43340], [10.68372, -3.07220, -30.96951], [9.64142, -1.48327, -30.15566], [10.85883, -1.83110, -27.99625], [12.51111, -4.04684, -28.50918], [12.12068, -4.60978, -31.04047], [10.42821, -2.95811, -32.01264], [21.50324, 2.02737, -28.80041], [21.21417, 2.03043, -30.13107], [22.35429, 1.71797, -30.87115], [23.39763, 1.83701, -29.95381], [22.86756, 1.93787, -28.68910], [20.78013, 2.11915, -28.10128], [20.20358, 2.14439, -30.49456], [22.28067, 1.58360, -31.94022], [24.43291, 1.76327, -30.25236], [23.31085, 2.00015, -27.70624]],
  "nbo_charge": [-0.82, 1.19, -0.98, -0.79, 0.23, 0.26, 0.23, 0.21, 0.24, 0.24, -0.81, 1.19, -0.95, -0.79, 0.24, 0.22, 0.24, 0.23, 0.22, 0.22, -0.72, 0.29, -0.33, 0.25, 0.25, 0.26, -0.52, -0.05, -0.32, -0.29, -0.10, 0.41, 0.20, 0.23, 0.21, 0.22, -0.50, -0.09, -0.30, -0.31, -0.07, 0.41, 0.21, 0.22, 0.22, 0.21, -0.51, -0.07, -0.31, -0.30, -0.09, 0.42, 0.20, 0.22, 0.22, 0.21]
}